[1]
# C29H50BrCeNOP2

A molecular structure, C29H50BrCeNOP2 in a non-equilibrium geometry (the ωB97M-V functional and the def2-TZVPD basis, OMol25).

Results
- net charge = +4
- LUMO energy (alpha / beta) (eV) = -13.981 / -13.861

Element x y z (Å)
H  -1.86  1.11  -1.29
H  4.41  5.48  -1.20
H  -0.62  -5.49  0.34
H  -0.34  1.81  3.63
H  0.99  0.85  2.93
Ce  1.14  2.46  -0.99
H  -2.49  4.65  2.12
H  -2.99  -3.02  -3.88
H  -1.56  5.26  -1.07
H  -0.92  -5.95  -2.05
C  -2.73  3.14  -3.48
C  -2.24  4.73  -1.74
H  -2.10  -1.22  -0.53
C  -1.70  -5.31  0.40
H  -0.50  0.06  3.44
H  -4.78  3.20  -4.17
H  -1.78  1.13  1.60
H  0.25  -5.74  -4.46
H  -3.26  -4.72  -3.48
H  0.35  4.12  -2.57
H  2.84  1.78  1.08
H  3.23  -1.25  -1.99
H  3.09  -0.92  -3.72
H  -4.59  -2.28  -2.17
C  -0.42  0.66  -2.86
H  -0.36  0.31  0.94
H  4.69  -0.49  0.11
C  -0.69  1.12  1.60
C  -3.19  -3.71  -3.04
H  -0.83  -4.35  -4.69
C  -0.64  -5.04  -2.60
C  2.81  0.83  -2.46
H  3.69  -0.71  1.57
H  5.43  4.10  -0.73
H  -2.75  3.38  0.92
H  -2.44  2.39  -4.22
C  -0.72  -2.11  -2.02
P  3.84  1.76  -1.22
N  -4.48  4.52  -2.60
H  0.21  -2.53  -3.96
C  -2.19  3.64  1.82
C  -0.69  3.62  1.59
C  0.04  -0.42  -3.67
H  1.80  0.55  -2.07
C  -1.48  -0.99  -1.41
C  -0.37  3.26  -2.53
C  -3.60  5.08  -1.76
C  -0.69  -5.28  -4.12
H  -2.47  2.96  2.64
H  0.91  2.12  -3.83
H  2.69  3.84  -2.13
H  4.58  -0.44  -2.86
H  2.89  3.89  -0.30
H  -1.97  -5.30  1.47
P  -1.72  -3.73  -1.98
C  4.65  4.43  -1.42
H  -0.39  4.43  0.91
H  -2.23  -6.15  -0.07
C  3.35  3.58  -1.27
C  0.13  2.01  -3.05
H  -3.16  -3.76  -0.08
C  -1.80  3.69  -2.59
H  -4.68  -3.90  -1.44
H  -1.51  -5.96  -4.37
C  -2.08  -3.96  -0.21
C  -4.05  3.60  -3.46
H  2.71  1.45  -3.37
Br  0.86  -2.53  -0.84
C  -0.10  0.96  2.98
H  -3.98  5.85  -1.07
H  -1.55  -3.17  0.33
C  3.06  0.99  0.33
C  -4.52  -3.35  -2.37
H  0.38  -4.78  -2.26
H  -5.35  -3.61  -3.05
C  4.15  0.04  0.91
H  -0.12  3.73  2.52
C  -0.17  -1.72  -3.34
H  4.88  0.62  1.50
C  3.49  -0.53  -2.78
C  -1.30  0.32  -1.79
O  -0.24  2.37  0.95
H  5.02  4.37  -2.45
H  2.15  0.39  0.11
H  0.61  -0.17  -4.57

Here are the Löwdin charges for atoms 1 to 2, given in e: number 1, H, carries 0.15; number 2, H, carries 0.11

---

[2]
# C11H8NO3

A gas-phase ion, C11H8NO3 (charge -1) in a non-equilibrium geometry (the ωB97M-V functional and the def2-TZVPD basis, OMol25).

Results
- net charge = -1
- LUMO energy (eV) = 3.269
- relative energy (zero: lowest compared OMol25 entry of this formula, charge and spin) (kcal per mole) = 2.1

Element x y z (Å)
C  0.48  -0.76  -1.22
C  0.80  -2.00  0.86
H  -2.15  3.03  0.22
O  -4.27  0.34  0.01
O  -4.64  -1.94  -0.14
N  -2.00  0.26  0.26
C  2.15  -1.75  0.83
H  2.42  0.31  -1.84
H  -1.18  0.57  0.76
H  -0.13  -0.51  -2.11
C  -2.41  -1.06  0.10
C  -3.12  2.48  0.14
H  2.67  -2.23  1.61
O  -1.55  -3.32  -0.51
H  -4.18  2.81  0.01
H  3.77  -0.47  -0.09
H  0.39  -2.56  1.68
C  1.84  -0.37  -1.14
C  -3.14  1.14  0.21
C  -1.50  -2.03  -0.20
C  2.65  -0.78  -0.07
C  -0.04  -1.57  -0.14
C  -3.83  -1.02  -0.05

Here are the Löwdin charges for atoms 1 to 2, given in e: number 1, C, carries -0.02; number 2, C, carries -0.07

---

[3]
# C30H35F16N3O5S2

A molecular structure, C30H35F16N3O5S2 in a non-equilibrium geometry (the ωB97M-V functional and the def2-TZVPD basis, OMol25).

Results
- net charge = 0
- LUMO energy (eV) = -1.360

Element x y z (Å)
H  -5.05  2.74  0.05
H  -6.50  -4.18  4.51
C  1.01  2.10  -0.71
C  -7.83  -2.99  3.26
H  2.07  -1.37  -3.83
O  5.14  -3.76  -4.48
C  2.52  1.96  -0.52
H  -3.70  1.61  -3.69
N  -3.62  1.23  -0.30
C  2.94  -1.99  -3.44
C  6.89  3.78  5.52
C  3.21  0.68  -0.91
F  -4.89  -1.63  3.00
H  -5.18  2.43  -3.09
C  0.22  0.95  -1.26
H  3.64  -5.40  -6.30
H  3.47  3.17  3.63
C  -1.32  1.08  -1.48
H  3.63  -3.59  -8.15
N  3.17  3.07  0.00
C  5.64  4.21  4.73
H  -3.53  4.33  -0.95
C  -6.81  -4.11  3.47
H  3.88  -0.82  -5.10
F  4.51  4.07  5.44
C  -5.46  -1.37  0.68
H  -8.23  -1.05  4.00
F  -8.90  -3.26  4.07
H  5.00  -1.10  -3.70
H  -1.61  -2.70  -1.46
H  -2.14  -0.21  0.14
F  -7.36  -5.31  3.13
H  2.34  -4.41  -5.40
C  0.91  -0.29  -1.61
C  4.71  -2.84  -5.14
F  4.04  -0.33  5.54
O  5.53  3.53  3.51
C  4.40  2.69  3.32
O  -6.91  -0.75  2.54
C  3.44  -3.32  -7.07
H  -0.04  -1.65  -3.26
C  2.44  -0.44  -1.45
H  4.29  -1.69  -1.72
F  5.74  5.52  4.43
S  1.94  4.18  0.22
C  -3.98  2.51  0.35
O  4.72  -2.90  -6.53
C  3.87  0.97  5.20
H  -3.23  4.52  0.80
C  -5.58  -0.87  2.12
C  4.20  -1.58  -4.32
H  2.69  -2.48  -7.08
H  -6.64  -1.56  4.44
F  -8.31  -2.99  2.00
H  -1.51  2.14  -1.86
H  2.05  -5.03  -7.08
H  4.31  2.61  2.23
C  -3.12  3.78  -0.05
H  2.70  -3.08  -3.62
H  0.02  -2.76  -0.41
C  2.84  -4.61  -6.39
O  -4.69  0.00  -1.90
F  -5.72  -3.96  2.69
H  -1.74  1.50  0.64
C  -4.14  2.14  -2.78
C  -4.16  1.07  -1.63
H  2.82  -2.65  -1.27
H  7.80  4.00  4.96
F  6.87  2.46  5.79
F  4.43  1.70  6.19
F  6.94  4.43  6.71
F  3.89  0.44  2.93
H  -3.47  3.02  -2.60
H  -4.02  2.38  1.47
C  4.51  1.24  3.84
S  5.03  0.63  -0.70
C  0.07  -1.49  -2.16
F  -5.05  0.37  2.21
C  -2.19  0.87  -0.18
C  -7.35  -1.57  3.62
C  -0.56  -2.37  -1.28
H  -5.94  -0.68  -0.02
H  -1.60  0.40  -2.34
N  0.58  3.35  -0.29
C  3.17  -1.77  -1.87
F  5.81  0.87  3.84
H  2.80  1.18  5.18
H  -2.02  3.60  -0.16
F  -4.16  -1.51  0.33
H  5.47  1.46  -1.71
F  -6.04  -2.58  0.53

Here are the Löwdin charges for atoms 1 to 2, given in e: number 1, H, carries 0.13; number 2, H, carries 0.17

---

[4]
# C5H10O3

C5H10O3 in the gas phase in a non-equilibrium geometry (the ωB97M-V functional and the def2-TZVPD basis, OMol25).

Results
- net charge = 0
- LUMO energy (alpha / beta) (eV) = 0.706 / -0.116
- relative energy (zero: lowest compared OMol25 entry of this formula, charge and spin) (kcal per mole) = 119.7

Element x y z (Å)
H  2.72  0.87  0.17
C  -0.25  -0.71  0.27
C  0.21  -0.27  -1.33
C  1.14  -0.52  0.57
H  1.01  -0.85  -1.79
C  -1.40  0.16  0.61
O  -2.54  -0.22  -0.11
O  -1.13  1.53  0.42
H  -0.74  -0.56  -1.81
H  1.70  -1.45  0.66
H  1.19  1.62  0.70
H  -2.56  0.24  -0.97
H  0.38  0.80  -1.42
H  2.23  0.75  1.85
O  -0.58  -2.06  0.23
C  1.85  0.75  0.82
H  -1.54  -2.10  0.11
H  -1.69  2.01  1.03

Here are the Löwdin charges for atoms 1 to 2, given in e: number 1, H, carries 0.08; number 2, C, carries -0.48

---

[5]
# C27H25Cl3F2O3SiTi

A molecular structure, C27H25Cl3F2O3SiTi (the ωB97M-V functional and the def2-TZVPD basis, OMol25).

Results
- net charge = 0
- LUMO energy (eV) = -1.033
- relative energy (zero: lowest compared OMol25 entry of this formula, charge and spin) (kcal per mole) = 1.1

Element x y z (Å)
C  1.75  2.37  -1.31
H  2.32  0.50  2.41
C  4.33  -0.20  2.45
H  3.78  1.99  -2.02
H  3.17  3.08  0.20
H  4.39  -0.19  3.54
H  2.40  4.36  -0.76
Ti  -1.09  1.06  1.72
H  -0.91  -3.43  -3.57
F  0.51  0.50  4.23
H  -3.67  -5.34  -1.47
Cl  -2.77  2.03  3.91
H  1.49  3.54  0.51
H  -5.64  -1.43  0.83
H  2.52  1.45  -3.14
C  -0.45  -2.65  -2.98
C  2.79  2.23  -2.42
H  2.40  -1.99  -1.28
C  -2.03  3.56  3.32
C  0.82  -2.83  -2.46
H  0.08  2.20  -2.72
H  2.88  3.17  -2.97
C  0.75  -0.62  -1.47
C  -0.40  -0.12  3.41
C  5.36  -0.62  0.32
C  -0.54  -0.46  -1.99
C  2.23  3.39  -0.27
Cl  -2.47  4.91  4.31
C  -6.03  -3.29  -0.16
C  -2.46  3.69  1.81
H  4.14  -0.24  -1.40
C  4.18  -0.23  -0.31
C  0.42  2.86  -1.92
O  0.38  1.06  0.77
C  1.41  -1.83  -1.70
C  -5.48  -4.39  -0.80
F  0.25  -1.20  2.85
Cl  -0.26  3.29  3.31
H  -2.13  -1.32  -3.13
H  1.35  -3.76  -2.63
H  6.34  -0.91  2.20
C  -2.98  -1.33  0.65
C  -1.13  -1.46  -2.74
H  -2.21  -3.53  -0.61
O  -3.06  4.66  1.44
C  -3.28  -3.48  -0.49
H  -1.19  -0.52  4.05
Si  1.50  0.73  -0.42
C  -4.10  -4.48  -0.97
C  -2.26  -0.44  1.07
C  -3.83  -2.37  0.16
H  -6.12  -5.17  -1.18
H  -0.36  2.93  -1.16
C  -5.22  -2.28  0.33
H  6.21  -0.93  -0.27
H  -1.10  0.45  -1.79
O  -2.08  2.65  1.14
H  -7.11  -3.22  -0.03
C  5.43  -0.61  1.71
C  3.16  0.19  1.82
H  0.56  3.85  -2.35
C  3.07  0.18  0.42

Here are the Löwdin charges for atoms 1 to 2, given in e: number 1, C, carries -0.60; number 2, H, carries 0.08

---

[6]
# C27H55N7O6P2S

3 unconnected molecules or ions with the total composition C27H55N7O6P2S in a non-equilibrium geometry (the ωB97M-V functional and the def2-TZVPD basis, OMol25).

Results
- net charge = 0
- LUMO energy (eV) = -0.410

Element x y z (Å)
C  0.65  -1.31  -1.25
H  -3.29  2.37  4.55
C  4.22  1.56  -2.30
H  3.10  0.15  -7.40
H  3.01  -2.01  2.91
C  1.63  1.38  1.44
H  -1.02  -3.87  -2.11
O  4.11  -0.96  -2.74
N  4.34  0.34  -5.68
C  -4.23  1.99  4.15
H  0.96  0.80  -1.19
H  -1.46  -2.18  -2.54
H  6.77  -1.15  -6.32
N  -5.82  -1.02  4.19
O  4.24  -0.43  5.08
C  6.41  1.35  -3.19
H  4.44  -1.02  -7.31
H  -6.10  0.10  5.96
C  2.63  -1.09  2.49
H  -5.74  -1.60  6.21
H  -1.00  4.10  1.12
H  4.55  1.84  -7.13
N  3.59  1.75  4.68
H  6.09  -3.54  -4.62
N  5.01  1.14  -3.46
H  -6.85  -2.41  2.98
H  4.53  -3.15  -3.94
H  7.39  -0.29  -4.89
H  -3.46  -1.36  -2.03
N  -4.08  0.63  3.66
H  7.00  1.47  -4.10
O  -4.84  0.20  1.40
H  -2.66  1.22  2.19
C  -7.48  1.49  3.75
H  -4.54  -1.96  -0.72
O  2.54  3.53  3.73
H  1.71  -1.59  -1.26
N  5.67  -1.47  -4.51
C  -0.31  -2.40  -0.67
H  -0.52  0.33  -0.34
C  3.65  0.37  4.41
H  -8.34  -0.54  2.00
H  6.06  1.35  -6.37
H  -4.93  2.06  4.98
H  6.56  2.29  -2.64
P  4.41  -0.36  -4.11
H  4.34  2.63  -2.12
H  -6.79  2.06  4.37
H  4.50  1.03  -1.39
C  1.37  0.15  0.76
H  6.86  0.55  -2.58
H  -8.49  1.13  1.44
H  7.62  -2.00  -5.02
C  5.00  1.53  -6.18
C  -1.35  -2.90  -1.72
O  0.68  3.02  -0.53
C  -0.48  3.40  1.79
H  -8.08  0.84  4.40
H  4.89  2.37  -5.51
H  -3.02  -1.09  -0.30
C  6.90  -1.21  -5.22
H  3.01  -1.19  -6.28
C  5.25  -2.86  -4.70
H  1.68  -2.01  0.86
H  -6.63  -2.94  4.64
H  4.46  2.27  4.61
C  2.79  2.37  3.64
S  1.01  2.98  0.88
C  -7.77  0.34  1.67
H  -7.84  -1.69  4.26
C  -2.78  0.51  3.01
H  0.32  -1.13  -2.28
H  3.16  1.38  -2.47
H  -7.27  0.09  0.74
C  -5.51  -0.74  5.58
C  2.38  1.31  2.63
C  3.70  -0.47  -6.72
C  -6.83  -2.06  4.02
P  -5.36  -0.16  2.78
C  -3.51  -1.77  -1.02
N  -6.81  0.78  2.68
C  -2.72  -3.11  -1.01
H  -4.45  -0.54  5.73
H  -1.98  0.69  3.74
H  -4.56  2.69  3.36
C  0.53  0.06  -0.51
H  -0.79  -2.03  0.24
H  4.78  -3.01  -5.68
C  1.87  -1.04  1.32
H  -3.29  -3.94  -1.43
H  0.32  -3.28  -0.45
H  -8.15  2.23  3.32
O  2.02  3.98  1.15
C  2.88  0.11  3.15
H  -2.63  -0.49  2.61
H  -2.51  -3.33  0.05
H  -0.18  3.90  2.72
H  -1.12  2.53  1.94

Here are the Löwdin charges for atoms 1 to 2, given in e: number 1, C, carries -0.18; number 2, H, carries 0.08

---

[7]
# C2H5NO

C2H5NO in the gas phase in a non-equilibrium geometry (the ωB97M-V functional and the def2-TZVPD basis, OMol25).

Results
- net charge = 0
- spin multiplicity = 3
- LUMO energy (alpha / beta) (eV) = 1.041 / -2.609
- ⟨S²⟩ = 2.01
- relative energy (zero: lowest compared OMol25 entry of this formula, charge and spin) (kcal per mole) = 40.1

Element x y z (Å)
C  0.88  -0.61  0.28
H  1.35  -1.00  1.11
O  0.06  0.31  0.85
H  -1.84  0.30  0.17
N  0.87  -0.92  -0.93
H  -0.61  0.98  -0.94
C  -0.98  0.91  0.12
H  -1.25  1.79  0.50
H  1.52  -1.76  -1.16

Here are the Löwdin charges for atoms 1 to 2, given in e: number 1, C, carries -0.43; number 2, H, carries 0.07

---

[8]
# C19H42Al2Cl2F4N2O14P2S3

A molecular structure, C19H42Al2Cl2F4N2O14P2S3 in a non-equilibrium geometry (the ωB97M-V functional and the def2-TZVPD basis, OMol25).

Results
- net charge = 0
- LUMO energy (eV) = -5.392

Element x y z (Å)
C  1.02  4.35  -1.86
O  4.23  -3.54  2.29
Al  1.90  1.36  1.49
H  -4.14  1.13  -1.94
C  -1.70  -0.22  -3.83
O  5.44  -8.20  4.64
H  2.24  3.75  -3.42
O  0.70  5.46  -2.20
O  -2.03  -0.70  -1.63
H  -4.01  1.13  -3.66
C  -2.37  0.25  -2.60
F  2.70  -5.89  3.50
C  1.71  2.16  -2.24
H  0.31  3.07  -4.39
H  -7.50  3.24  0.65
H  3.99  -2.83  1.69
O  2.17  -1.15  -1.23
C  -4.83  3.50  -1.47
C  0.84  -4.81  7.04
H  3.95  1.77  -3.51
H  5.47  -3.81  3.89
H  -7.01  4.69  -0.23
C  -6.16  2.88  -1.05
O  5.15  -5.84  5.18
C  1.21  2.15  -0.75
H  -4.21  2.85  -2.08
O  3.66  -1.48  -3.38
H  1.50  -1.40  -1.91
S  0.01  0.83  -0.10
H  3.44  -5.39  6.48
C  -0.53  1.28  -5.17
O  1.48  -2.92  5.82
H  -0.61  3.43  -0.93
H  -6.00  1.85  -0.72
H  0.98  -4.34  8.01
N  -1.84  0.67  -4.94
O  4.69  -1.00  -1.13
Cl  4.12  0.59  1.61
Al  0.18  -1.92  -3.18
C  5.17  -3.01  3.22
C  -0.05  2.15  -3.97
H  -6.87  2.87  -1.87
C  3.61  -6.88  3.37
C  0.46  3.49  -0.72
O  -3.41  5.16  0.01
C  -5.48  3.92  1.09
H  -5.52  4.88  1.60
N  1.95  3.53  -2.48
H  4.72  -2.19  3.79
H  0.26  0.57  -5.46
F  2.94  -7.98  3.00
H  3.04  -2.22  -3.36
O  1.02  1.40  -3.22
H  1.12  -5.86  7.11
S  4.53  -7.14  4.94
H  -1.34  4.92  -3.16
H  -4.40  -0.41  -2.82
C  -2.32  4.58  -3.58
H  1.60  -4.76  4.99
S  -4.00  3.85  0.07
H  -0.70  1.50  0.84
F  4.40  -6.54  2.35
H  0.50  4.03  0.22
H  6.05  -2.65  2.69
O  -2.41  3.28  -3.94
H  3.45  -3.81  7.35
O  3.46  -7.46  5.87
H  3.90  -3.88  5.62
H  2.03  2.12  -0.02
C  1.70  -4.15  5.90
C  -6.67  3.72  0.14
H  -5.42  3.12  1.83
H  -4.99  4.45  -1.98
C  3.27  -4.30  6.39
H  -0.64  1.95  -6.02
F  -1.37  -0.56  0.84
C  -3.85  0.52  -2.78
H  -2.19  0.19  -5.75
H  -2.03  -0.25  -0.76
H  -2.49  5.34  -4.38
O  -3.23  2.69  0.46
H  -0.94  2.36  -3.38
H  -2.13  -1.21  -4.08
H  -3.02  4.94  -2.78
Cl  1.88  -0.10  3.37
H  -1.94  1.20  -2.27
H  -0.62  -0.36  -3.63
H  -0.21  -4.74  6.76
P  3.52  1.48  -2.21
P  3.54  -0.68  -1.98

Here are the Löwdin charges for atoms 1 to 2, given in e: number 1, C, carries -0.43; number 2, O, carries -0.13